Record 1
An isolated molecule of C2H3NS3 at a distorted geometry. Source: OMol25; level of theory: the ωB97M-V functional and the def2-TZVPD basis.

Output
- molar mass (g/mol) = 137.25
- maximum force (eV/Å) = 5.2
- highest occupied orbital energy (alpha / beta) (eV) = -7.1249 / -8.7305
- total charge = 0
- <S²> = 2.02
- 2S+1 = 3

Each line ends with the natural charge from an NBO analysis.
Cartesian coordinates (Å):
C -0.62328 1.58645 -1.01128  0.05
C 0.93832 -0.52251 0.47826  -0.67
N -1.49478 0.76750 -1.13642  -0.54
S 0.99880 1.12040 0.09743  0.19
S -2.11650 -0.63633 -0.80511  0.28
S 0.79599 -0.91955 2.14754  0.12
H -0.31779 2.33826 -1.62408  0.20
H 0.67035 -1.40511 -0.19404  0.23
H 1.14890 -2.32910 2.04769  0.14

***

Record 2
The ion C2H3O2 with charge -1 at a distorted geometry. Source: OMol25; level of theory: the ωB97M-V functional and the def2-TZVPD basis.

Output
- molar mass (g/mol) = 59.04
- maximum force (eV/Å) = 4.3
- SMILES = CC(=O)[O-]
- highest occupied orbital energy (eV) = -3.6486
- total charge = -1

Each line ends with the natural charge from an NBO analysis.
Cartesian coordinates (Å):
C -0.00696 0.17572 0.18275  -0.75
C 0.10842 1.00754 1.46012  0.75
O 0.98998 1.91789 1.49206  -0.76
O -0.84341 0.73229 2.37268  -0.84
H -0.17895 -0.84624 0.58000  0.21
H 0.94641 0.11385 -0.42815  0.19
H -0.93680 0.18235 -0.41771  0.21

***

Record 3
A structure of composition C2H3O2Pd at a distorted geometry. Source: OMol25; level of theory: the ωB97M-V functional and the def2-TZVPD basis.

Output
- molar mass (g/mol) = 165.46
- maximum force (eV/Å) = 11.7
- highest occupied orbital energy (alpha / beta) (eV) = -1.6994 / -3.1302
- total charge = -1
- <S²> = 2.02
- 2S+1 = 3

Each line ends with the natural charge from an NBO analysis.
Cartesian coordinates (Å):
O 1.12562 -1.84383 -0.59070  -0.58
Pd 0.60095 -0.23834 -0.38766  0.76
O 2.10830 -0.87968 0.04742  -0.60
C -1.83460 0.54490 0.44660  -0.54
C -0.70788 0.85576 -0.22835  -0.50
H -2.75186 1.15160 0.40492  0.15
H -1.87838 -0.28804 1.16040  0.17
H -0.81834 1.77860 -0.82630  0.14